# 1
DFT (ωB97M-V/def2-TZVPD) results for a structure of composition C48H49AsGeI2MnN4O2S.

Output
Net charge ... +3
LUMO (spin up / spin down) ... -9.29 / -10.39 eV
Multiplicity ... 5
HOMO (spin up / spin down) ... -15.72 / -15.32 eV

```
109
Properties=species:S:1:pos:R:3:lowdin_charge:R:1
C 1.273 -0.260 4.091 -0.0128
C 2.841 0.301 -2.659 -0.3099
H 1.261 6.384 -0.022 0.1075
C 1.214 -1.590 4.485 0.0057
C 0.098 -2.070 2.427 -0.2364
H -2.988 -2.873 0.335 0.1004
H 2.412 -3.961 -0.589 0.1037
H 3.130 -4.146 -5.484 0.1201
C 1.344 5.459 -0.592 -0.0113
H -0.166 -2.591 -0.398 0.1107
C -3.991 -2.158 2.694 -0.1401
H 4.679 0.837 2.567 0.1113
H 0.770 1.121 2.531 0.0409
C -2.995 4.064 2.477 -0.0639
H -3.469 -4.380 -2.176 0.1206
C 2.628 -5.231 -2.309 -0.0585
Mn -0.609 -0.361 0.159 0.5276
C 2.874 -2.872 -3.780 -0.0756
H -2.451 4.701 3.162 0.1194
I -1.891 0.895 -4.382 1.1095
C 4.888 -2.094 0.045 -0.0775
H 0.708 5.511 -1.469 0.0917
C 0.742 0.099 2.874 -0.1403
C -4.126 4.551 1.829 -0.0692
C -2.501 -2.547 -1.722 -0.1076
C 1.973 2.201 -3.824 -0.0777
H -1.814 2.233 -1.343 0.0281
Ge -2.905 0.039 1.158 1.0441
C 4.270 1.532 -4.139 -0.0465
C -4.225 -2.931 3.824 -0.0561
H -1.709 2.379 2.784 0.0896
H -4.450 5.569 1.999 0.1238
H 2.547 -6.150 -1.744 0.1160
H -1.481 6.022 -1.184 0.1078
C -4.849 3.728 0.977 -0.0624
H -3.960 -0.486 0.161 0.0191
H 3.359 3.204 -5.117 0.1193
C -1.568 5.430 -0.273 -0.0034
H -5.007 1.778 0.098 0.1068
H 0.817 0.986 -2.470 0.0415
H 1.720 0.498 4.719 0.1272
H 1.666 3.426 2.038 0.0781
C -3.212 -3.389 -2.528 -0.0714
H -1.521 -3.367 2.038 0.1360
C -2.160 -1.230 -2.193 -0.3348
C -2.532 -0.893 -3.553 -0.5882
H -2.474 3.702 -2.080 0.1085
C -2.584 2.757 2.266 -0.1219
C 2.546 -4.007 -1.665 -0.1184
H -2.004 -4.127 -0.404 0.1509
C -4.436 2.420 0.760 -0.1533
C 2.842 -5.275 -3.683 -0.0439
H 6.455 -0.863 2.779 0.1198
C 5.728 -0.941 1.981 -0.0468
H -3.545 -1.460 -5.334 0.0983
H 2.968 -1.954 -4.348 0.1056
C 3.886 -1.137 -0.064 -0.2998
H 4.953 -2.908 -0.666 0.1069
H 0.536 -3.545 3.904 0.1397
C 3.213 2.388 -4.422 -0.0473
H -4.527 -2.381 1.777 0.0923
H -2.297 -1.247 6.040 0.1171
C 2.671 -2.831 -2.406 -0.3131
H 6.600 -2.724 1.168 0.1206
H -1.892 0.140 4.047 0.0940
H 1.616 -1.906 5.438 0.1337
N -0.956 -2.429 0.237 -0.0931
C 2.078 3.873 1.137 -0.0572
H 1.152 2.866 -4.062 0.1002
I -4.782 -4.269 -4.943 1.1618
S 0.153 1.818 0.314 0.8190
H 2.376 5.349 -0.925 0.1072
H -4.921 -3.759 3.779 0.1179
H 2.999 0.648 0.738 0.0729
H -3.082 3.156 -0.506 0.0512
C -0.609 -3.039 1.534 -0.0886
H 5.232 1.680 -4.610 0.1213
C -2.753 -1.515 5.095 -0.0578
C 2.960 -4.103 -4.416 -0.0473
C 3.797 -0.082 0.841 -0.1044
As 2.593 -1.169 -1.471 1.2773
C -3.638 -2.994 -3.814 -0.6901
H -5.739 4.102 0.487 0.1238
N -1.179 4.034 -0.489 -0.1423
C -2.196 3.227 -1.139 -0.0460
C -3.266 -1.744 -4.329 -0.2026
C 5.811 -1.990 1.078 -0.0473
H -2.612 5.432 0.039 0.0827
C -2.155 -3.046 -0.345 -0.1176
C 0.617 -2.500 3.636 0.0198
C -2.520 -0.740 3.969 -0.1186
O 1.087 -1.047 -0.725 -0.5427
C 4.088 0.481 -3.254 -0.0835
H -0.971 5.877 0.516 0.1023
H 4.908 -0.190 -3.023 0.1189
C 1.780 1.152 -2.937 -0.1235
N 1.009 4.290 0.233 -0.1822
C -3.589 -2.622 5.018 -0.0472
C -0.048 3.520 -0.030 -0.5833
H -3.761 -3.233 5.894 0.1195
N 0.163 -0.786 2.040 0.0164
C -3.303 1.926 1.406 -0.3722
C -3.124 -1.066 2.754 -0.3510
H 2.929 -6.231 -4.182 0.1210
C 4.723 0.014 1.866 -0.0641
O -1.552 -0.362 -1.470 -0.2209
H 0.016 -3.922 1.377 0.1518
H 2.640 4.759 1.421 0.1062
H 2.757 3.167 0.655 0.0862
```

---

# 2
DFT (ωB97M-V/def2-TZVPD) results for a structure of composition C48H49HgN6O2P2S.

Output
Net charge ... -2
LUMO (spin up / spin down) ... 4.33 / 4.33 eV
Multiplicity ... 2
HOMO (spin up / spin down) ... 0.52 / -1.27 eV

```
109
Properties=species:S:1:pos:R:3:lowdin_charge:R:1
C 2.090 0.591 -2.085 -0.5226
C 1.156 1.525 -2.546 -0.0804
H 1.470 2.127 -3.389 0.0760
H 1.096 0.761 3.912 0.0626
C 0.491 2.599 2.928 -0.4152
H -0.367 4.231 0.536 0.0907
H 1.109 -5.949 1.959 0.0887
H 1.323 -2.935 -6.097 0.0794
H 5.843 4.150 -0.687 0.0862
C 0.880 -2.658 -5.145 -0.1424
C -0.200 1.716 -2.139 -0.3813
H 5.079 -3.854 3.429 0.0867
C 1.496 -5.073 -1.608 -0.0690
C 0.620 -2.990 -2.757 -0.2624
C -4.331 0.940 -0.229 -0.1391
H 0.922 3.312 2.219 0.0489
N 0.914 -4.185 2.992 -0.0636
C 5.577 2.455 0.609 -0.1076
C 4.527 -2.977 3.110 -0.1155
H 3.406 4.490 -0.999 0.0960
C -3.282 5.851 1.120 -0.1185
H 3.214 -0.114 -3.769 0.0703
C 4.119 -2.847 1.789 -0.0868
H -2.754 -0.303 2.219 0.0612
H -6.493 3.499 -0.800 0.0875
C 5.132 3.500 -0.190 -0.1203
C 0.570 -3.386 1.877 -0.8437
O 1.961 -0.174 -1.099 -0.1789
C -1.344 4.433 0.964 -0.1086
C -3.219 3.737 2.278 -0.0856
C 3.768 3.688 -0.365 -0.0960
H -0.341 3.220 -3.670 0.0572
H 3.778 1.457 -3.160 0.0622
C 3.042 -0.742 2.301 -0.4034
H -7.119 -0.122 1.396 0.0876
C -4.822 2.154 -0.708 -0.0426
N -0.180 -1.872 -2.693 0.0486
C -2.919 0.482 -0.501 -0.5504
N 0.521 -3.158 -0.392 -0.0858
C -6.960 1.731 0.323 -0.1301
C 4.200 -1.986 4.025 -0.1103
S -0.125 -1.834 2.281 0.5571
H -1.256 3.584 -2.180 0.0603
H 4.354 -3.622 1.069 0.0980
H -3.807 6.759 0.850 0.0868
C -6.124 2.547 -0.433 -0.1119
H 6.640 2.296 0.747 0.0886
H 5.035 0.782 1.828 0.0943
C -2.003 5.606 0.632 -0.1034
H 1.306 -5.551 -2.569 0.0526
C 0.688 -5.617 2.906 -0.2938
C 4.667 1.601 1.222 -0.0817
C 3.385 -1.740 1.387 -0.1049
C -6.478 0.520 0.803 -0.1044
C -1.931 3.486 1.811 -0.3453
C -1.971 1.222 3.508 -0.3830
H 2.406 1.955 3.707 0.0723
H -1.525 6.326 -0.021 0.0932
H 0.560 -3.756 3.834 0.0680
P -1.021 1.902 2.087 1.0698
C -5.172 0.128 0.524 -0.0410
H 1.244 -6.101 3.714 0.0947
H 4.131 -0.037 -2.250 0.0697
C 1.179 -3.372 -4.016 -0.0710
P 1.969 0.615 1.661 1.0072
C -0.958 2.797 -2.877 -0.0617
H -1.879 2.398 -3.302 0.0655
H -4.152 2.782 -1.282 0.1020
C -3.516 -0.493 4.226 -0.0796
N -0.831 1.026 -1.227 -0.0583
H 1.801 2.941 0.048 0.0868
O -2.625 -0.710 -0.154 -0.1786
C -3.888 4.908 1.936 -0.1036
C 3.462 -0.878 3.623 -0.1072
H -3.713 3.008 2.909 0.0995
H -1.332 -5.511 2.163 0.0697
H 1.871 -4.203 -4.068 0.0805
H -4.897 5.070 2.296 0.0942
H 2.580 -5.046 -1.438 0.0714
C -3.491 0.011 5.518 -0.1084
C -2.756 0.105 3.228 -0.1299
C 2.864 2.829 0.244 -0.1107
C -2.717 1.132 5.806 -0.1072
H -2.696 1.534 6.812 0.0883
H -7.982 2.032 0.528 0.0818
H -0.928 -7.081 2.893 0.0562
H 3.213 -0.122 4.357 0.0856
C -0.460 -1.212 -3.802 -0.1860
H 4.509 -2.078 5.060 0.0863
C -0.790 -5.998 2.977 -0.1053
H -4.774 -0.812 0.887 0.1058
C -1.970 1.735 4.805 -0.1025
C 3.292 1.777 1.058 -0.3297
C 3.391 0.477 -2.866 -0.0340
H -1.394 2.622 5.040 0.0928
H -1.110 -0.348 -3.674 0.0964
N 0.806 -3.902 0.721 -0.0234
H -4.067 -0.466 6.302 0.0884
H -1.230 -5.664 3.922 0.0616
Hg -0.279 -0.988 -0.242 0.9866
H 1.067 -5.684 -0.815 0.0500
H 3.043 -1.644 0.359 0.0883
N -2.168 1.391 -1.060 0.0169
C 0.873 -3.702 -1.558 -0.3196
H -4.119 -1.362 3.991 0.1018
H 0.225 3.164 3.823 0.0614
H -0.243 -0.957 -5.935 0.0672
C 0.012 -1.550 -5.066 -0.1249
C 1.526 1.509 3.239 -0.4163
```

---

Computed energy above the lowest of the compared OMol25 structures with the same formula, charge and spin (kcal per mole) in order:
0.57, 0.00
Computed F_max (hartree/bohr) in order:
0.024, 0.013